The following is a DFT calculation (ωB97M-V/def2-TZVPD) of a cluster of 2 separate species, C3H12N4O in total.

E_LUMO	0.52	eV
E_HOMO	-7.69	eV
SMILES	[H]/N=N\N(C)O.CNC
ΔE to the lowest compared entry with this formula, charge and spin	6.021	eV
frontier orbital gap	8.21	eV

XYZ file:
```
20
Properties=species:S:1:pos:R:3:forces:R:3
C -1.897 0.584 1.787 0.505 -0.573 -0.504
C -0.930 2.007 0.076 0.148 -0.868 -0.224
N -1.357 0.671 0.446 -0.897 -0.349 -1.105
N 0.935 -0.431 0.529 1.713 -3.706 -1.263
N 0.713 -1.316 1.354 -0.554 1.765 -0.185
H 0.360 -2.190 0.942 0.714 -0.226 -0.153
H -2.249 -0.429 1.999 0.062 0.112 0.001
H -1.136 0.852 2.528 0.068 -0.043 0.246
H -0.605 2.008 -0.967 0.061 0.074 0.100
H -1.741 2.736 0.170 -0.105 -0.122 0.012
H -0.108 2.348 0.713 0.218 0.148 0.007
H -2.741 1.267 1.926 -0.019 0.001 -0.157
C 2.010 -0.519 -1.765 0.785 -0.220 0.730
N 0.924 -1.013 -0.945 -1.618 1.437 0.182
O 0.850 -2.427 -0.939 0.444 -0.384 0.423
H 1.062 -2.783 -1.825 -0.192 0.772 0.538
H -0.994 -0.163 -0.093 -1.009 2.040 1.238
H 1.983 -0.962 -2.767 -0.382 0.184 0.126
H 2.976 -0.809 -1.330 0.123 0.186 -0.059
H 1.946 0.569 -1.837 -0.067 -0.229 0.046
```
Positions in Å, forces in eV/Å.

In the natural (NBO) picture, each atom carries the following charge in e:
1. C -0.4079
2. C -0.4051
3. N -0.6610
4. N 0.0564
5. N -0.3450
6. H 0.3424
7. H 0.1996
8. H 0.1677
9. H 0.1965
10. H 0.1818
11. H 0.1646
12. H 0.1834
13. C -0.4481
14. N -0.1082
15. O -0.6249
16. H 0.4925
17. H 0.4003
18. H 0.2010
19. H 0.1820
20. H 0.2322